(1)
Computed, not measured: one molecule with the formula C6H10N2, with ωB97M-V/def2-TZVPD.

Geometry as XYZ:
```
18
Properties=species:S:1:pos:R:3
C 2.2563 -1.5752 0.0250
C 1.1852 -0.9354 0.3741
C -0.1386 -0.3459 0.4707
C -1.4232 -0.9158 -0.1060
N -2.7439 -0.1244 -0.1562
C -0.0170 0.9452 1.2645
N 0.0770 1.0238 -0.0501
C 1.4569 1.2119 -0.7554
H 3.4759 -1.7980 0.1894
H -1.7593 -1.9026 0.5000
H -1.2124 -1.1118 -1.2164
H -3.4499 -1.1079 -0.3590
H -2.6821 0.5192 -0.9243
H 0.7038 1.3566 2.0202
H -0.9802 1.2347 1.6002
H 1.4601 2.3578 -1.4398
H 1.7144 0.2302 -1.5456
H 2.0772 0.9377 0.1087
```

Energy relative to the best compared isomer or geometry (same formula, charge and spin) ... 831.32 kJ/mol
Frontier orbital gap ... 9.434 eV
Calculated total energy ... -343.82008 hartree
Multiplicity ... 1
Charge ... 0
E_LUMO ... 0.861 eV
HOMO ... -8.573 eV

(2)
Computed, not measured: C25H35CuN4O3 as an isolated structure, with ωB97M-V/def2-TZVPD.

Geometry as XYZ:
```
68
Properties=species:S:1:pos:R:3
Cu -0.1420 1.0594 -0.5174
N -1.1558 -0.8220 -2.8824
C -2.3809 -1.1536 -2.1684
C -2.3799 -1.0558 -0.6115
O -4.1582 -1.6718 1.0814
N -1.9651 0.2801 -0.2646
C -2.4955 0.8298 0.9568
C -1.9365 2.2284 1.3233
O -2.6035 2.9007 2.1310
O -0.8266 2.5695 0.8081
H -0.4180 -1.4743 -2.6351
H -0.8290 0.0739 -2.5211
H -2.6985 -2.1538 -2.4871
H -3.1514 -0.4519 -2.5020
H -2.2640 0.2339 1.8746
H -3.5921 0.9636 0.9608
C -3.8580 -1.3477 -0.2734
C -1.4206 -2.1977 -0.0666
C -1.9263 -3.6225 -0.3358
C -0.9670 -2.0663 1.3822
C -1.6539 -2.6948 2.4202
C -1.2501 -2.5758 3.7380
C -0.1371 -1.8070 4.0534
C 0.5892 -1.1753 3.0570
C 1.7351 -0.2320 3.3630
C 2.4387 -0.5232 4.6844
C 1.2213 1.2132 3.3199
C 0.1897 -1.3380 1.7146
N 0.8796 -0.6316 0.7314
C 1.7976 -1.1036 -0.0146
C 2.2957 -0.3137 -1.1107
C 3.4213 -0.4865 -1.9220
C 3.4293 0.6113 -2.7945
C 2.3017 1.3872 -2.4710
N 1.6165 0.8220 -1.4634
C 1.8301 2.6894 -3.0818
C 0.4170 2.5316 -3.6538
C 1.8020 3.7741 -1.9940
C 2.7785 3.1165 -4.2019
H -4.2152 -2.2030 -0.8567
H -4.4320 -0.4682 -0.5918
H -3.7323 -0.9956 1.6246
H -0.5158 -2.0619 -0.6629
H -2.8785 -3.8163 0.1608
H -1.2035 -4.3587 0.0294
H -2.0692 -3.7963 -1.4035
H -2.5460 -3.2602 2.1898
H -1.8154 -3.0649 4.5236
H 0.1581 -1.6964 5.0904
H 2.4737 -0.3405 2.5651
H 1.7919 -0.3256 5.5438
H 3.3110 0.1272 4.7859
H 2.7733 -1.5624 4.7442
H 0.4523 1.3613 4.0831
H 0.7766 1.4546 2.3531
H 2.0352 1.9201 3.5087
H 2.1997 -2.1179 0.1242
H 4.1383 -1.2933 -1.8624
H 4.1528 0.8161 -3.5707
H -0.2881 2.2782 -2.8594
H 0.3844 1.7375 -4.4033
H 0.0859 3.4684 -4.1156
H 1.1268 3.4799 -1.1884
H 1.4550 4.7272 -2.4083
H 2.8008 3.9184 -1.5741
H 2.8080 2.3671 -4.9966
H 3.7953 3.2550 -3.8256
H 2.4438 4.0645 -4.6345
```

Energy relative to the best compared isomer or geometry (same formula, charge and spin) ... 139.57 kJ/mol
Frontier orbital gap ... 4.966 eV
Calculated total energy ... -3058.91613 hartree
Multiplicity ... 1
Charge ... -2
E_LUMO ... 4.871 eV
HOMO ... -0.096 eV

(3)
Computed, not measured: C20H25N5O9P2PtS as an isolated structure, with ωB97M-V/def2-TZVPD.

Geometry as XYZ:
```
63
Properties=species:S:1:pos:R:3
Pt 1.4700 1.7424 1.2528
C -0.0639 4.1385 3.1956
C 1.3199 4.7101 2.8971
O 1.4984 5.9440 3.5998
P 2.6555 3.6497 3.5364
O 4.0115 4.3728 3.1831
O 2.5968 3.7470 5.1127
O 2.5596 2.2209 3.1275
P 1.5526 4.9553 1.0799
O 2.9286 5.8242 1.0670
O 0.4403 5.7266 0.5024
O 2.0018 3.6080 0.5115
H -0.1849 4.0233 4.2731
H -0.2348 3.1755 2.7109
H -0.8096 4.8383 2.8176
H 1.0006 6.6301 3.1372
H 4.0264 4.8305 2.3220
H 2.6638 4.6623 5.4247
H 2.8415 6.6024 0.5022
C -1.3012 -4.1832 -5.6547
O -2.5161 -4.3875 -4.9626
C -2.4744 -4.3633 -3.6029
C -1.3153 -4.1662 -2.8582
C -1.3816 -4.1499 -1.4719
C -2.5904 -4.3423 -0.8232
C -3.7362 -4.5946 -1.5719
C -3.6878 -4.5784 -2.9505
N -2.6813 -4.4922 0.6025
N -2.2146 -3.6582 1.3870
C -1.7554 -2.3716 0.9743
C -2.4505 -1.5343 0.1246
C -2.0529 -0.2201 -0.1215
C -0.9099 0.3191 0.4748
O -0.4911 1.5277 0.2814
C -0.1930 -0.5583 1.3612
N 0.9407 -0.0439 1.9266
C 1.6543 -0.7525 2.7743
C 1.2706 -2.0565 3.1308
C 0.1587 -2.6140 2.5677
C -0.6152 -1.8669 1.6472
H -1.5435 -4.2275 -6.7127
H -0.5716 -4.9623 -5.4178
H -0.8721 -3.2038 -5.4234
H -0.3575 -4.0326 -3.3397
H -0.4770 -3.9936 -0.8968
H -4.6667 -4.7954 -1.0568
H -4.5741 -4.7529 -3.5455
H -3.3530 -1.8988 -0.3504
H -2.6380 0.4160 -0.7733
H 2.5332 -0.2724 3.1802
H 1.8773 -2.6042 3.8375
H -0.1506 -3.6206 2.8144
C 0.7641 -1.1103 -2.7428
N 0.7361 0.3390 -2.7719
C 1.4092 1.1586 -1.9563
N 1.1621 2.4684 -2.0754
S 2.5619 0.6040 -0.8274
H -0.1640 -1.5068 -2.3306
H 1.5943 -1.4275 -2.1181
H 0.9082 -1.4932 -3.7540
H 0.0468 0.7628 -3.3727
H 0.3075 2.7779 -2.5102
H 1.5359 3.0601 -1.3450
```

Energy relative to the best compared isomer or geometry (same formula, charge and spin) ... 179.26 kJ/mol
Frontier orbital gap (spin up / spin down) ... 6.872 / 6.871 eV
Calculated total energy ... -2928.48748 hartree
Multiplicity ... 1
Charge ... 0
E_LUMO (spin up / spin down) ... -0.233 / -0.233 eV
HOMO (spin up / spin down) ... -7.105 / -7.104 eV

(4)
Computed, not measured: a 4-piece molecular cluster, C2H12NO3 overall, with ωB97M-V/def2-TZVPD.

Geometry as XYZ:
```
18
Properties=species:S:1:pos:R:3
C -1.5757 1.3541 -0.3458
C -0.9357 1.2924 2.0105
N -0.8342 0.8404 0.8331
H -1.0948 0.9830 -1.2370
H -2.5490 0.8756 -0.3057
H -1.5957 2.4311 -0.2860
H -1.5499 2.1435 2.2381
H -0.3472 0.7469 2.7560
H -0.1935 0.0180 0.7080
H 2.7961 0.2889 -0.9048
H 3.8184 -0.5523 -0.1736
O 2.9168 -0.5859 -0.5127
H 0.3606 -1.5188 -2.6096
H -1.1018 -1.8920 -2.4944
O -0.3659 -1.5367 -1.9772
H 0.2190 -2.1973 0.8497
H 1.3776 -1.3319 0.3970
O 0.6551 -1.3590 1.0546
```

Energy relative to the best compared isomer or geometry (same formula, charge and spin) ... 65.93 kJ/mol
Frontier orbital gap ... 11.047 eV
Calculated total energy ... -363.62575 hartree
Multiplicity ... 1
Charge ... +1
E_LUMO ... -4.180 eV
HOMO ... -15.227 eV

(5)
Computed, not measured: one molecule with the formula C6H9N, with ωB97M-V/def2-TZVPD.

Geometry as XYZ:
```
16
Properties=species:S:1:pos:R:3
C -2.0794 -0.9420 1.9059
C -1.9219 -0.5081 0.5355
C -1.4218 0.0732 -0.4035
C -0.1532 0.8369 -0.1409
C 1.0327 0.0395 -0.5912
C 1.5645 0.2631 -1.9398
N 2.2458 0.8223 -0.7644
H -2.9321 -1.5993 2.0348
H -2.1818 -0.0498 2.5396
H -1.1588 -1.4646 2.1982
H -0.0655 0.9809 0.9480
H -0.1675 1.8247 -0.5910
H 1.1108 -0.9674 -0.1711
H 1.0518 0.9928 -2.5628
H 2.0121 -0.5725 -2.4695
H 3.0643 0.2702 -0.5277
```

Energy relative to the best compared isomer or geometry (same formula, charge and spin) ... 430.46 kJ/mol
Frontier orbital gap ... 10.194 eV
Calculated total energy ... -288.61809 hartree
Multiplicity ... 1
Charge ... 0
E_LUMO ... 0.900 eV
HOMO ... -9.294 eV

(6)
Computed, not measured: a 4-piece molecular cluster, CH12NO3 overall, with ωB97M-V/def2-TZVPD.

Geometry as XYZ:
```
17
Properties=species:S:1:pos:R:3
C -0.7831 0.6859 -0.4397
N 0.2700 -0.1307 0.2357
H -0.4152 1.6969 -0.5272
H -1.1163 0.1036 -1.2834
H -1.5939 0.8395 0.2706
H 0.8334 0.2585 0.9972
H 0.9834 -0.3199 -0.4927
H -0.2178 -1.0114 0.4593
H -1.2123 -2.9093 1.4726
H -2.4903 -2.8406 0.6841
O -1.6046 -2.5009 0.6987
H 2.4520 -0.4907 -2.0546
H 1.8984 -1.8687 -2.4776
O 1.6790 -1.0653 -2.0028
H 0.3902 3.0905 2.2625
H 0.3741 3.6210 0.8496
O 0.5531 2.8415 1.3476
```

Energy relative to the best compared isomer or geometry (same formula, charge and spin) ... 70.33 kJ/mol
Frontier orbital gap ... 12.552 eV
Calculated total energy ... -325.53899 hartree
Multiplicity ... 1
Charge ... +1
E_LUMO ... -2.936 eV
HOMO ... -15.488 eV

Which value of calculated total energy does entry 6 give?
-325.53899 hartree

Number 5 is which compound?
C6H9N